Record 1
# C15H15N3O

C15H15N3O in the gas phase (ωB97M-V with the def2-TZVPD basis set, the Open Molecules 2025 dataset).

Results
DFT total energy ... -22313.909 eV
SMILES ... C=C[C@H](C)n1c(=O)c2ncn(C)c2c2ccccc21
LUMO ... 0.19 eV
Gap between HOMO and LUMO ... 8.4 eV
HOMO energy ... -8.175 eV
Energy relative to the best compared isomer or geometry (same formula, charge and spin) ... 289.0 kJ/mol

Element x y z (Å)
C (1.804, 3.177, 1.894)
C (1.882, 1.856, 1.363)
C (1.140, 0.759, 2.085)
C (2.229, 0.179, 3.027)
N (0.681, -0.182, 0.980)
C (1.650, -0.670, 0.049)
O (2.856, -0.972, 0.405)
C (1.250, -0.889, -1.332)
N (2.052, -1.259, -2.440)
C (1.191, -1.350, -3.428)
N (-0.139, -1.185, -2.979)
C (-1.278, -0.890, -3.891)
C (-0.101, -0.927, -1.601)
C (-1.171, -0.676, -0.660)
C (-2.572, -0.716, -0.850)
C (-3.491, -0.463, 0.102)
C (-3.174, -0.177, 1.447)
C (-1.753, -0.115, 1.694)
C (-0.709, -0.240, 0.684)
H (1.134, 3.464, 2.679)
H (2.347, 4.045, 1.485)
H (2.524, 1.716, 0.515)
H (0.341, 1.068, 2.735)
H (2.136, -0.828, 3.202)
H (2.206, 0.548, 4.073)
H (3.313, 0.286, 2.769)
H (1.504, -1.586, -4.442)
H (-1.911, -1.775, -4.198)
H (-1.973, -0.209, -3.445)
H (-0.987, -0.378, -4.791)
H (-3.029, -0.939, -1.856)
H (-4.575, -0.582, -0.141)
H (-3.934, -0.178, 2.223)
H (-1.441, 0.089, 2.645)

Here are the Mulliken charges for atoms 1 to 5, given in e: -0.918 -0.270 0.181 -1.507 0.263

=====

Record 2
# C15H16AsBiF6N2O2PS

C15H16AsBiF6N2O2PS as an isolated structure (ωB97M-V with the def2-TZVPD basis set, the Open Molecules 2025 dataset).

Results
DFT total energy ... -125985.439 eV
Net charge ... +2
LUMO (alpha / beta) ... -7.07 / -9.10 eV
Gap between HOMO and LUMO (alpha / beta) ... 7.6 / 6.3 eV
Multiplicity ... 2
HOMO energy (alpha / beta) ... -14.645 / -15.432 eV
Energy relative to the best compared isomer or geometry (same formula, charge and spin) ... 59.7 kJ/mol

Element x y z (Å)
Bi (1.335, 0.519, 1.684)
O (0.864, 2.141, -2.245)
C (0.472, 1.609, -1.252)
O (1.270, 1.478, -0.179)
C (-0.939, 1.038, -1.126)
P (-0.939, -0.757, -0.876)
C (-2.474, -1.315, -0.210)
C (-3.162, -2.397, -0.782)
C (-4.358, -2.803, -0.221)
C (-4.859, -2.158, 0.904)
C (-4.174, -1.089, 1.478)
C (-2.980, -0.669, 0.933)
C (-0.250, -1.663, -2.210)
C (0.187, -1.008, -3.374)
C (0.757, -1.756, -4.386)
C (0.914, -3.131, -4.241)
C (0.502, -3.776, -3.078)
C (-0.072, -3.050, -2.055)
H (-1.496, 1.292, -2.030)
H (-1.461, 1.494, -0.281)
H (-2.787, -2.879, -1.674)
H (-4.911, -3.617, -0.669)
H (-5.795, -2.485, 1.338)
H (-4.575, -0.590, 2.349)
H (-2.443, 0.157, 1.386)
H (0.068, 0.060, -3.502)
H (1.077, -1.265, -5.295)
H (1.369, -3.705, -5.037)
H (0.637, -4.844, -2.971)
H (-0.373, -3.545, -1.140)
F (1.527, 2.534, 2.351)
As (0.558, 2.610, 4.107)
F (-0.611, 1.714, 3.106)
F (1.974, 3.329, 4.658)
F (-0.307, 2.455, 5.523)
F (-0.087, 4.042, 3.505)
F (1.335, 1.030, 4.232)
N (3.805, 2.954, 0.372)
C (4.176, 2.260, 1.421)
N (4.863, 2.793, 2.407)
S (3.875, 0.516, 1.519)
H (3.968, 3.950, 0.317)
H (3.227, 2.536, -0.345)
H (5.173, 3.755, 2.386)
H (5.122, 2.236, 3.207)

Here are the Mulliken charges for atoms 1 to 5, given in e: 1.536 -0.505 0.818 -0.506 -0.920

=====

Record 3
# C15H16AuN10S2

C15H16AuN10S2 as an isolated structure (ωB97M-V with the def2-TZVPD basis set, the Open Molecules 2025 dataset).

Results
DFT total energy ... -56073.292 eV
Net charge ... +1
LUMO ... -2.93 eV
Gap between HOMO and LUMO ... 7.5 eV
HOMO energy ... -10.416 eV
Energy relative to the best compared isomer or geometry (same formula, charge and spin) ... 106.9 kJ/mol

Element x y z (Å)
Au (0.009, -0.091, -0.148)
N (2.594, -2.095, -0.603)
C (3.037, -0.878, -0.473)
N (4.361, -0.567, -0.424)
C (4.670, 0.708, -0.400)
N (5.962, 1.061, -0.366)
N (3.773, 1.752, -0.389)
C (2.534, 1.383, -0.354)
N (2.079, 0.130, -0.384)
C (1.505, 2.493, -0.233)
C (1.885, 3.811, -0.137)
C (0.897, 4.777, 0.009)
C (-0.426, 4.383, 0.052)
C (-0.720, 3.031, -0.060)
N (0.230, 2.114, -0.203)
H (3.306, -2.810, -0.610)
H (1.357, -2.277, -0.484)
H (6.662, 0.349, -0.471)
H (6.211, 2.032, -0.408)
H (2.938, 4.052, -0.176)
H (1.158, 5.823, 0.095)
H (-1.225, 5.102, 0.163)
H (-1.742, 2.668, -0.040)
N (-2.691, -0.465, -2.014)
C (-2.938, -0.350, -0.701)
N (-1.992, -0.242, 0.205)
C (-2.502, -0.187, 1.516)
C (-3.844, -0.225, 1.555)
S (-4.519, -0.355, -0.029)
C (-1.593, -0.108, 2.678)
C (-1.969, -0.104, 3.975)
S (-0.579, -0.048, 4.989)
C (0.428, -0.041, 3.575)
N (-0.230, -0.063, 2.453)
N (1.780, -0.009, 3.652)
H (-1.738, -0.447, -2.339)
H (-3.436, -0.498, -2.685)
H (-4.486, -0.193, 2.420)
H (-2.959, -0.144, 4.401)
H (2.256, -0.081, 4.531)
H (2.313, -0.086, 2.804)
C (0.091, -2.136, -0.204)
H (-0.413, -2.462, 0.712)
H (-0.535, -2.435, -1.053)

Here are the Mulliken charges for atoms 1 to 5, given in e: 1.020 -0.438 0.457 -0.709 0.364

=====

Record 4
# C15H16B2CsF4N5O7S

C15H16B2CsF4N5O7S as an isolated structure (ωB97M-V with the def2-TZVPD basis set, the Open Molecules 2025 dataset).

Results
DFT total energy ... -61205.779 eV
LUMO (alpha / beta) ... -2.11 / -2.84 eV
Gap between HOMO and LUMO (alpha / beta) ... 6.7 / 6.0 eV
HOMO energy (alpha / beta) ... -8.834 / -8.834 eV
Energy relative to the best compared isomer or geometry (same formula, charge and spin) ... 13.3 kJ/mol

Element x y z (Å)
Cs (-0.763, 0.174, -1.860)
C (2.172, 5.553, -1.187)
C (1.725, 4.157, -0.895)
N (0.531, 3.719, -0.935)
O (-0.411, 4.664, -1.248)
B (-1.656, 4.036, -1.546)
F (-1.571, 2.957, -2.392)
F (-2.657, 4.894, -1.796)
O (-2.173, 3.361, -0.042)
N (-1.513, 2.380, 0.390)
C (-1.881, 1.389, 1.117)
C (-3.323, 1.005, 1.221)
C (-0.808, 0.540, 1.698)
N (0.373, 0.937, 1.409)
O (1.340, 0.114, 1.907)
B (2.635, 0.674, 1.808)
F (2.789, 1.971, 2.152)
F (3.619, -0.175, 2.100)
O (2.903, 0.883, -0.053)
N (2.376, 1.926, -0.487)
C (2.727, 3.147, -0.460)
C (4.086, 3.561, 0.015)
C (-1.126, -0.692, 2.481)
H (1.335, 6.157, -1.520)
H (2.942, 5.545, -1.961)
H (2.607, 6.009, -0.296)
H (-3.950, 1.696, 0.668)
H (-3.621, 1.007, 2.271)
H (-3.462, -0.015, 0.851)
H (4.671, 2.693, 0.302)
H (3.984, 4.216, 0.881)
H (4.608, 4.110, -0.769)
H (-2.182, -0.769, 2.720)
H (-0.540, -0.708, 3.399)
H (-0.851, -1.571, 1.895)
O (-3.248, -3.365, 0.765)
S (-2.691, -3.494, -0.561)
O (-3.626, -3.537, -1.656)
N (-1.554, -2.379, -0.805)
C (-0.334, -2.914, -1.027)
O (0.681, -2.259, -1.282)
C (-0.338, -4.416, -0.911)
C (0.732, -5.286, -1.021)
C (0.491, -6.642, -0.846)
C (-0.792, -7.111, -0.570)
C (-1.866, -6.235, -0.462)
C (-1.603, -4.892, -0.636)
H (1.722, -4.903, -1.230)
H (1.309, -7.348, -0.920)
H (-0.954, -8.172, -0.434)
H (-2.863, -6.593, -0.245)

Here are the Mulliken charges for atoms 1 to 5, given in e: 1.181 -1.396 0.489 -0.178 -0.371